70
Properties=species:S:1:pos:R:3:lowdin_charge:R:1 method="wB97M-V/def2-TZVPD" energy_ev=-136246.8229 orbital_gap_ev=10.17 homo_energy_ev=-9.76
C 0.402 1.764 2.368 -0.073
C -0.109 0.813 1.265 -0.170
C 0.830 -0.370 1.141 -0.268
F 0.812 -1.051 2.366 -0.017
C 0.476 -1.425 0.092 -0.126
C -0.611 -1.101 -0.935 -0.416
O -1.627 -0.530 -0.858 0.198
O -0.251 -1.701 -2.166 0.000
C 0.758 -2.599 -1.877 -0.803
Br 0.003 -4.262 -1.198 0.917
S 1.760 -3.070 -3.356 0.616
O 1.194 -4.193 -4.003 -0.267
O 2.116 -1.924 -4.106 -0.206
F 3.021 -3.554 -2.592 -0.120
C 1.607 -1.841 -0.842 -0.228
C 2.384 -0.654 -1.376 -0.209
C 3.774 -0.714 -1.313 -0.029
C 4.537 0.365 -1.750 -0.060
C 3.936 1.511 -2.253 -0.065
C 2.551 1.568 -2.345 -0.042
C 1.786 0.490 -1.906 -0.017
H 0.234 2.804 2.116 0.070
H -0.081 1.518 3.304 0.072
H 1.469 1.608 2.502 0.071
H -1.081 0.435 1.563 0.120
H -0.155 1.312 0.304 0.111
H 1.846 -0.003 1.016 0.148
H 0.042 -2.249 0.658 0.131
H 2.358 -2.486 -0.394 0.146
H 4.268 -1.593 -0.930 0.116
H 5.614 0.330 -1.699 0.104
H 4.536 2.350 -2.565 0.100
H 2.060 2.442 -2.739 0.108
H 0.715 0.579 -2.001 0.115
C 5.162 6.169 0.290 -0.038
O 5.417 7.036 -0.818 0.008
C 5.078 6.528 -2.000 -0.626
O 4.595 5.442 -2.188 0.112
O 5.364 7.428 -2.938 0.008
C 5.049 7.013 -4.269 -0.038
H 5.483 6.706 1.178 0.093
H 4.100 5.945 0.365 0.097
H 5.734 5.248 0.196 0.097
H 3.982 6.821 -4.369 0.097
H 5.616 6.124 -4.539 0.097
H 5.331 7.834 -4.920 0.094
C -4.471 -4.746 2.624 -0.034
O -3.099 -4.588 2.261 0.003
C -2.310 -4.162 3.245 -0.623
O -2.645 -3.927 4.375 0.130
O -1.085 -4.006 2.742 -0.011
C -0.110 -3.517 3.666 -0.047
H -4.993 -5.088 1.735 0.095
H -4.586 -5.491 3.410 0.097
H -4.894 -3.793 2.936 0.095
H 0.037 -4.214 4.489 0.100
H -0.391 -2.538 4.042 0.093
H 0.814 -3.428 3.104 0.083
C -8.702 -1.834 2.263 -0.040
O -7.415 -2.060 1.685 -0.005
C -7.029 -1.116 0.825 -0.626
O -7.662 -0.139 0.523 0.126
O -5.825 -1.444 0.362 0.002
C -5.278 -0.513 -0.578 -0.029
H -8.886 -2.668 2.934 0.092
H -8.712 -0.905 2.830 0.098
H -9.471 -1.812 1.493 0.097
H -5.155 0.466 -0.120 0.100
H -5.915 -0.440 -1.458 0.099
H -4.306 -0.903 -0.865 0.079

13
Properties=species:S:1:pos:R:3:lowdin_charge:R:1 method="wB97M-V/def2-TZVPD" e_above_lowest_kcal_mol=36.6 energy_ev=-6776.4033 smiles=CCNC[O-] orbital_gap_ev=6.55 total_charge=-1 homo_energy_ev=-2.38
C -0.226 -0.364 1.939 -0.140
C 0.323 -0.286 0.446 -0.292
N -0.565 0.532 -0.539 -0.089
C -0.085 0.132 -1.991 -0.532
O 1.146 0.674 -2.273 -0.397
H -1.306 -0.250 2.231 0.050
H -0.041 0.739 2.240 0.066
H 0.233 -1.080 2.578 0.020
H 0.255 -1.148 -0.057 0.016
H 1.452 0.104 0.526 0.132
H -0.193 1.497 -0.409 0.064
H -0.905 0.378 -2.718 0.063
H -0.089 -0.929 -1.974 0.037

10
Properties=species:S:1:pos:R:3:lowdin_charge:R:1 method="wB97M-V/def2-TZVPD" e_above_lowest_kcal_mol=68.7 energy_ev=-20030.6749 smiles="[H]/N=[N+]([O-])/C=C(/O)[S-]" orbital_gap_ev=7.26 total_charge=-1 homo_energy_ev=-3.45
H -2.358 1.951 -0.295 0.081
N -1.386 1.475 -0.217 0.076
N -1.466 0.210 -0.028 -0.348
O -2.482 -0.569 0.255 -0.161
C -0.033 -0.645 -0.049 -0.063
C 1.211 -0.203 -0.050 -1.000
O 2.174 -1.241 -0.049 -0.144
S 1.827 1.322 0.123 0.454
H -0.454 -1.589 0.021 0.054
H 2.966 -0.712 0.289 0.051

63
Properties=species:S:1:pos:R:3:lowdin_charge:R:1 method="wB97M-V/def2-TZVPD" energy_ev=-61309.2442 orbital_gap_ev=6.17 total_charge=+1 homo_energy_ev=-11.24
Os 0.700 1.094 0.030 1.368
N 3.923 3.955 -0.012 0.129
C 2.733 3.359 -0.095 -0.737
S 2.711 1.661 -0.667 0.710
N 1.640 3.980 0.194 0.056
N 0.543 3.180 0.032 -0.147
C -0.623 3.726 -0.030 -0.154
C -0.901 5.165 0.132 -0.186
C -0.282 6.111 -0.681 -0.024
C -0.574 7.455 -0.515 -0.058
C -1.466 7.858 0.469 -0.060
C -2.076 6.918 1.286 -0.058
C -1.802 5.570 1.114 -0.033
C -1.682 2.762 -0.331 -0.177
C -2.989 3.118 -0.603 0.032
C -3.904 2.129 -0.930 -0.004
C -3.484 0.813 -0.992 -0.003
C -2.157 0.516 -0.751 -0.050
N -1.275 1.471 -0.419 -0.056
H 4.772 3.484 -0.267 0.106
H 3.966 4.914 0.291 0.126
H 0.418 5.795 -1.442 0.116
H -0.102 8.189 -1.154 0.112
H -1.685 8.910 0.599 0.112
H -2.765 7.232 2.059 0.113
H -2.270 4.837 1.760 0.127
H -3.273 4.159 -0.567 0.128
H -4.931 2.390 -1.147 0.127
H -4.162 0.011 -1.243 0.126
H -1.765 -0.487 -0.845 0.089
O 1.741 1.694 3.207 0.073
N 0.780 1.071 3.028 -0.087
O 0.102 1.351 1.835 -0.331
O 2.303 -0.651 1.903 0.036
C 1.707 -1.387 1.153 -0.557
N 1.769 -2.728 1.061 0.183
C 0.852 -3.284 0.076 -0.263
C 0.259 -1.986 -0.505 -0.412
O -0.565 -1.930 -1.385 0.085
N 0.806 -0.903 0.164 -0.042
C 1.620 -4.088 -0.967 -0.152
C 2.057 -3.522 -2.158 -0.019
C 2.822 -4.265 -3.046 -0.065
C 3.159 -5.577 -2.749 -0.074
C 2.726 -6.146 -1.559 -0.062
C 1.956 -5.407 -0.675 -0.024
C -0.295 -4.072 0.706 -0.164
C -0.480 -4.119 2.080 -0.022
C -1.552 -4.822 2.618 -0.069
C -2.447 -5.470 1.784 -0.077
C -2.269 -5.417 0.407 -0.061
C -1.198 -4.724 -0.131 -0.025
H 2.409 -3.272 1.615 0.176
H 1.795 -2.503 -2.415 0.112
H 3.150 -3.819 -3.975 0.108
H 3.751 -6.156 -3.444 0.108
H 2.980 -7.171 -1.323 0.110
H 1.602 -5.864 0.241 0.124
H 0.209 -3.613 2.745 0.112
H -1.681 -4.861 3.691 0.108
H -3.281 -6.019 2.202 0.107
H -2.964 -5.924 -0.250 0.109
H -1.058 -4.690 -1.204 0.127

53
Properties=species:S:1:pos:R:3:lowdin_charge:R:1 method="wB97M-V/def2-TZVPD" energy_ev=-174292.7896 orbital_gap_ev=7.40 total_charge=-1 homo_energy_ev=-5.13
C -1.930 -3.626 0.477 -0.047
C -0.889 -3.289 -0.310 -0.106
C 0.422 -2.681 0.160 -0.372
C 0.205 -1.517 1.155 -0.253
O 0.051 -0.386 0.359 -0.276
P 1.342 -0.421 -0.828 0.584
F 1.574 1.247 -0.601 -0.264
C 0.201 -0.067 -2.266 -0.203
C -1.287 0.109 -1.971 -0.224
C -1.647 1.468 -1.348 -0.436
C -1.771 2.545 -2.423 -0.095
C -2.984 1.364 -0.595 -0.084
O 2.641 -0.581 -1.952 -0.296
C 3.669 0.363 -2.018 -0.295
C 4.542 0.525 -0.754 -0.202
C 4.535 1.937 -0.155 -0.268
C 5.809 2.256 0.643 -0.128
O 1.087 -2.151 -0.953 -0.249
H -2.472 -4.564 0.399 0.043
H -2.225 -2.933 1.262 -0.080
H -0.934 -3.406 -1.394 0.109
H 0.970 -3.512 0.622 0.140
H -0.711 -1.657 1.737 0.092
H 1.014 -1.423 1.893 0.102
H 2.229 -0.672 0.253 0.068
H 0.593 0.779 -2.834 0.078
H 0.308 -0.942 -2.911 0.079
H -1.824 0.057 -2.932 0.106
H -1.678 -0.705 -1.362 0.087
H -0.873 1.748 -0.634 0.114
H -0.816 2.724 -2.921 0.069
H -2.547 2.289 -3.149 0.070
H -2.065 3.495 -1.963 0.068
H -3.823 1.489 -1.288 0.068
H -3.069 2.162 0.149 0.068
H -3.081 0.405 -0.086 0.050
H 4.331 0.011 -2.819 0.104
H 3.310 1.347 -2.350 0.101
H 5.582 0.318 -1.032 0.091
H 4.267 -0.222 -0.011 0.095
H 3.653 2.078 0.468 0.096
H 4.495 2.638 -0.993 0.098
H 5.708 1.972 1.693 0.062
H 6.667 1.712 0.241 0.056
H 6.057 3.318 0.602 0.056
Br -4.814 -1.994 5.925 0.587
C -4.554 -0.453 4.765 -0.701
C -5.193 -0.646 3.414 -0.695
Br -4.166 -1.845 2.290 0.722
H -3.482 -0.296 4.690 0.052
H -5.013 0.384 5.287 0.053
H -5.220 0.303 2.881 0.057
H -6.196 -1.053 3.488 0.046

18
Properties=species:S:1:pos:R:3:lowdin_charge:R:1 method="wB97M-V/def2-TZVPD" e_above_lowest_kcal_mol=4.5 energy_ev=-8901.5009 smiles="CCCNC(C)=O" orbital_gap_ev=10.49 homo_energy_ev=-9.56
C -2.638 0.140 -0.412 -0.112
C -1.143 -0.102 -0.323 -0.261
C -0.614 -0.313 1.092 -0.199
N 0.838 -0.433 1.045 0.042
C 1.576 0.560 0.462 -0.559
C 2.864 0.115 -0.189 -0.002
O 1.191 1.716 0.402 0.044
H -2.953 0.277 -1.450 0.071
H -3.200 -0.703 0.000 0.071
H -2.918 1.037 0.146 0.075
H -0.872 -0.975 -0.930 0.113
H -0.593 0.780 -0.680 0.100
H -0.890 0.545 1.710 0.122
H -1.012 -1.213 1.574 0.122
H 1.217 -1.365 0.998 0.125
H 2.683 0.056 -1.270 0.092
H 3.209 -0.861 0.159 0.073
H 3.625 0.875 -0.017 0.083

44
Properties=species:S:1:pos:R:3:lowdin_charge:R:1 method="wB97M-V/def2-TZVPD" e_above_lowest_kcal_mol=0.0 energy_ev=-32848.3389 orbital_gap_ev=8.89 total_charge=+1 homo_energy_ev=-11.72
C -2.415 -1.819 0.813 -0.139
C -2.217 -0.467 0.199 -0.134
N -0.851 -0.027 0.474 -0.001
C 0.161 -0.948 0.423 -0.408
N -0.091 -2.270 0.422 -0.070
C -1.442 -2.753 0.164 -0.139
C 0.948 -3.226 0.040 -0.150
C 2.248 -2.970 0.786 -0.213
C 2.865 -1.704 0.234 -0.398
S 1.740 -0.299 0.368 1.195
H -2.268 -1.777 1.901 0.141
H -3.434 -2.160 0.625 0.134
H -2.400 -0.497 -0.892 0.136
H -2.926 0.232 0.642 0.126
H -1.508 -3.763 0.580 0.136
H -1.600 -2.809 -0.926 0.149
H 0.567 -4.228 0.267 0.134
H 1.120 -3.160 -1.050 0.147
H 2.066 -2.865 1.862 0.130
H 2.934 -3.812 0.624 0.132
H 3.765 -1.421 0.788 0.094
H 3.102 -1.813 -0.832 0.095
C 0.178 1.819 1.674 -0.125
C -0.943 2.416 2.587 -0.145
C -2.092 2.640 1.653 -0.039
C -1.838 2.164 0.412 -0.030
C -0.543 1.381 0.374 -0.417
C 0.190 1.613 -0.941 -0.235
C -0.450 1.297 -2.137 -0.031
C 0.225 1.464 -3.357 -0.055
C 1.542 1.944 -3.371 -0.070
C 2.155 2.321 -2.175 -0.064
C 1.477 2.162 -0.966 -0.114
H 0.914 2.603 1.464 0.110
H 0.681 1.007 2.218 0.088
H -1.174 1.715 3.410 0.119
H -0.636 3.364 3.061 0.122
H -3.024 3.105 1.979 0.119
H -2.487 2.225 -0.468 0.129
H -1.480 0.915 -2.132 0.107
H -0.292 1.208 -4.288 0.112
H 2.076 2.045 -4.314 0.110
H 3.168 2.729 -2.156 0.114
H 1.990 2.421 -0.038 0.096

20
Properties=species:S:1:pos:R:3:lowdin_spin:R:1 method="wB97M-V/def2-TZVPD" e_above_lowest_kcal_mol=25.6 energy_ev=-8924.6420 multiplicity=2 orbital_gap_ev="12.26 / 7.30" s_squared=0.75 total_charge=+1 homo_energy_ev="-15.03 / -15.01"
C -2.079 0.915 0.820 0.074
N -1.111 0.414 -0.145 0.699
C 0.286 0.366 0.300 0.069
C 0.996 -0.784 -0.441 0.003
C 0.421 -2.127 0.007 0.003
O 0.791 -0.482 -1.795 0.009
C 0.883 1.728 -0.089 0.047
H -2.872 1.399 0.257 0.014
H -2.364 0.120 1.510 0.034
H -1.549 1.693 1.356 0.001
H -1.241 -0.503 -0.590 0.016
H 0.372 0.263 1.385 0.022
H 2.025 -0.733 -0.095 0.001
H 0.723 -2.287 1.038 0.001
H -0.665 -2.236 -0.083 0.001
H 0.874 -2.953 -0.538 0.000
H 1.310 -1.092 -2.335 0.000
H 0.684 2.024 -1.116 0.000
H 1.976 1.747 -0.011 0.005
H 0.541 2.530 0.565 0.000